{"formula": "C42H87B2F8N12O4", "method": "the ωB97M-V functional and the def2-TZVPD basis", "lumo_energy_ev": -9.55, "homo_ev": -18.8, "charge": 5, "species": ["C", "C", "N", "C", "C", "N", "C", "C", "H", "H", "H", "H", "H", "H", "H", "H", "H", "H", "H", "C", "C", "N", "C", "C", "N", "C", "C", "H", "H", "H", "H", "H", "H", "H", "H", "H", "H", "H", "C", "C", "N", "C", "C", "N", "C", "C", "H", "H", "H", "H", "H", "H", "H", "H", "H", "H", "H", "C", "C", "N", "C", "C", "N", "C", "C", "H", "H", "H", "H", "H", "H", "H", "H", "H", "H", "H", "C", "C", "N", "C", "C", "N", "C", "C", "H", "H", "H", "H", "H", "H", "H", "H", "H", "H", "H", "C", "O", "C", "C", "N", "H", "H", "C", "C", "O", "C", "H", "H", "H", "H", "H", "H", "H", "H", "H", "H", "H", "H", "H", "H", "C", "O", "C", "C", "N", "H", "H", "C", "C", "O", "C", "H", "H", "H", "H", "H", "H", "H", "H", "H", "H", "H", "H", "H", "H", "B", "F", "F", "F", "F", "B", "F", "F", "F", "F"], "positions_angstrom": [[7.328, 1.059, 0.166], [6.772, 0.960, -1.255], [5.325, 0.690, -1.328], [4.360, 1.237, -0.545], [3.141, 0.835, -1.002], [3.415, 0.119, -2.159], [4.731, 0.086, -2.356], [2.405, -0.417, -3.059], [6.845, 0.313, 0.806], [7.303, 2.054, 0.595], [8.345, 0.669, 0.144], [7.265, 0.179, -1.829], [6.974, 1.912, -1.748], [4.602, 1.809, 0.336], [2.132, 1.061, -0.705], [5.238, -0.332, -3.210], [2.834, -1.057, -3.831], [2.005, 0.379, -3.690], [1.598, -0.916, -2.534], [4.750, -1.654, 3.345], [3.369, -1.338, 2.800], [2.572, -0.504, 3.706], [2.357, -0.704, 5.039], [1.501, 0.262, 5.461], [1.411, 1.167, 4.427], [2.077, 0.694, 3.376], [0.552, 2.343, 4.408], [5.382, -0.768, 3.387], [5.260, -2.330, 2.653], [4.780, -2.181, 4.297], [2.760, -2.199, 2.520], [3.495, -0.752, 1.888], [2.790, -1.562, 5.524], [1.151, 0.494, 6.453], [2.145, 1.182, 2.422], [0.249, 2.537, 3.384], [1.002, 3.192, 4.920], [-0.360, 2.127, 4.965], [-3.043, 2.201, 2.886], [-3.372, 3.178, 1.785], [-4.419, 2.650, 0.891], [-4.463, 1.382, 0.381], [-5.509, 1.349, -0.491], [-6.155, 2.551, -0.377], [-5.459, 3.346, 0.427], [-7.422, 2.885, -1.005], [-2.734, 1.194, 2.626], [-3.936, 2.113, 3.517], [-2.385, 2.668, 3.622], [-2.500, 3.386, 1.157], [-3.778, 4.128, 2.130], [-3.717, 0.631, 0.583], [-5.876, 0.529, -1.080], [-5.734, 4.354, 0.687], [-7.687, 3.907, -0.735], [-8.249, 2.295, -0.611], [-7.395, 2.782, -2.086], [1.093, 10.097, -0.992], [1.256, 8.887, -1.924], [1.467, 7.650, -1.152], [2.647, 7.007, -0.897], [2.373, 5.877, -0.200], [1.006, 5.817, -0.092], [0.477, 6.910, -0.655], [0.178, 4.773, 0.536], [1.110, 11.024, -1.556], [1.942, 10.062, -0.308], [0.167, 10.024, -0.425], [2.119, 9.052, -2.568], [0.398, 8.741, -2.576], [3.566, 7.429, -1.269], [2.951, 5.129, 0.311], [-0.562, 7.155, -0.515], [0.243, 3.864, -0.057], [-0.851, 5.117, 0.597], [0.522, 4.668, 1.564], [1.706, -4.426, -1.249], [0.872, -3.858, -0.084], [-0.513, -4.292, -0.103], [-0.963, -5.570, 0.159], [-2.319, -5.494, 0.098], [-2.660, -4.173, -0.015], [-1.550, -3.460, -0.191], [-4.022, -3.660, -0.154], [2.495, -3.727, -1.528], [1.053, -4.526, -2.116], [2.200, -5.365, -1.013], [0.932, -2.773, -0.157], [1.307, -4.088, 0.890], [-0.245, -6.345, 0.358], [-3.117, -6.186, 0.320], [-1.509, -2.425, -0.492], [-4.424, -4.001, -1.109], [-3.999, -2.581, -0.281], [-4.593, -3.922, 0.732], [3.718, -5.499, 2.029], [2.617, -5.098, 2.838], [2.716, -5.666, 4.121], [1.746, -5.017, 5.082], [0.318, -5.569, 4.890], [0.416, -6.539, 5.197], [-0.275, -5.069, 5.556], [-0.353, -5.467, 3.520], [-0.911, -4.074, 3.343], [0.100, -3.087, 3.155], [-0.559, -1.834, 2.907], [3.730, -6.588, 1.919], [4.645, -5.095, 2.435], [3.611, -5.156, 0.999], [3.747, -5.618, 4.483], [2.480, -6.745, 4.105], [1.577, -3.963, 4.860], [1.978, -5.247, 6.119], [-1.134, -6.209, 3.694], [0.343, -5.813, 2.766], [-1.544, -3.807, 4.201], [-1.610, -4.007, 2.504], [0.110, -1.101, 2.465], [-0.901, -1.479, 3.886], [-1.478, -1.925, 2.327], [-4.864, 0.156, -6.263], [-3.792, 1.098, -6.357], [-3.029, 0.914, -7.500], [-1.738, 1.678, -7.527], [-0.694, 1.206, -6.530], [-0.199, 0.363, -6.836], [0.042, 1.915, -6.560], [-1.120, 1.135, -5.073], [-1.466, -0.279, -4.659], [-0.263, -1.009, -4.651], [-0.506, -2.400, -4.428], [-5.502, 0.443, -5.435], [-4.430, -0.834, -6.080], [-5.425, 0.101, -7.197], [-3.549, 1.167, -8.438], [-2.853, -0.148, -7.749], [-1.832, 2.761, -7.415], [-1.253, 1.660, -8.505], [-1.939, 1.841, -4.980], [-0.288, 1.464, -4.449], [-2.291, -0.594, -5.308], [-1.901, -0.238, -3.652], [-1.078, -2.859, -5.234], [-0.941, -2.553, -3.437], [0.473, -2.882, -4.450], [-0.472, 0.640, 0.201], [-0.336, 1.570, -0.857], [-0.269, 1.229, 1.463], [-1.679, -0.050, 0.211], [0.555, -0.354, 0.009], [-4.220, -1.620, 2.893], [-3.563, -1.251, 1.669], [-4.957, -0.522, 3.351], [-5.181, -2.604, 2.559], [-3.305, -2.059, 3.846]], "forces_ev_per_a": [[-0.087, -1.360, -0.169], [0.620, 0.567, 0.201], [0.181, 0.462, -0.979], [-0.672, -0.158, 1.165], [0.802, 0.238, -0.801], [-0.281, 0.009, 0.034], [-0.069, -0.238, 0.479], [-0.152, 0.280, -1.253], [-0.257, 0.319, 0.143], [-0.052, 0.017, 0.033], [0.194, 0.527, -0.064], [-0.025, -0.074, 0.065], [-0.164, -0.106, -0.250], [0.081, -0.005, -0.058], [-0.048, -0.186, 0.107], [-0.021, -0.178, 0.063], [0.328, -0.388, 0.541], [-0.247, 0.238, 0.523], [0.089, 0.047, 0.204], [0.382, -0.528, -0.337], [0.156, 0.181, -0.261], [0.958, 1.226, -0.407], [-0.825, -0.955, -0.005], [1.189, 0.538, 0.321], [-0.401, -0.221, -0.241], [-0.532, -0.482, 0.450], [-0.558, 0.196, 0.407], [-0.159, 0.100, 0.268], [-0.142, 0.018, -0.107], [-0.230, 0.212, 0.126], [0.134, -0.205, 0.303], [-0.134, 0.020, -0.011], [-0.204, 0.051, 0.191], [-0.222, -0.093, -0.059], [-0.139, -0.160, -0.116], [0.187, 0.168, -0.034], [0.304, 0.001, -0.286], [0.056, -0.232, -0.049], [-1.122, 0.635, 1.633], [0.109, -0.241, -0.730], [-0.050, 0.204, 0.249], [0.209, -0.053, -0.968], [0.121, -0.427, 0.902], [-0.101, 0.169, -0.534], [-0.060, -0.491, 0.167], [-0.909, 0.589, 0.145], [0.188, 0.140, -0.371], [-0.122, -0.410, -0.328], [0.539, -0.054, -0.446], [-0.030, -0.005, -0.005], [0.231, -0.041, 0.380], [-0.075, 0.019, 0.209], [-0.175, 0.084, -0.005], [0.044, 0.008, 0.058], [0.213, 0.073, -0.218], [0.314, -0.349, 0.053], [0.235, -0.007, 0.016], [0.203, -0.832, -0.029], [0.027, 1.018, -0.057], [-0.794, -0.565, -0.241], [0.543, 0.394, -0.188], [-0.461, -0.320, 0.137], [-0.955, 0.619, -0.002], [0.494, -0.355, 0.640], [0.549, 0.437, 0.206], [-0.022, 0.010, -0.023], [-0.083, 0.379, 0.123], [-0.001, 0.126, 0.038], [0.093, -0.287, 0.060], [-0.041, -0.092, 0.072], [0.106, -0.093, 0.203], [0.380, 0.082, -0.333], [-0.032, 0.231, -0.554], [-0.048, -0.152, 0.238], [-0.002, 0.060, -0.228], [0.051, -0.390, -0.074], [-0.267, 0.155, 0.205], [1.350, 0.265, -0.319], [0.067, 0.488, 0.520], [0.004, 0.498, -0.549], [-0.472, -0.232, 1.372], [0.459, 0.481, -1.025], [-0.227, -0.447, -0.212], [-0.186, 0.359, -0.678], [-0.003, 0.058, 0.133], [0.141, -0.251, -0.089], [-0.249, -0.181, -0.127], [-0.631, 0.070, 0.084], [-0.116, -0.197, 0.016], [-0.251, -0.291, -0.182], [0.266, -0.333, -0.190], [0.032, 0.168, 0.447], [-0.223, -0.581, 0.330], [0.258, 0.056, 0.604], [-0.222, 0.067, -0.145], [-0.092, -0.410, -0.443], [-0.089, 0.269, -0.257], [-0.110, -0.588, 0.221], [-1.083, 0.386, -0.805], [1.423, 0.081, 0.069], [-0.629, -0.079, -0.133], [-0.116, -0.256, 0.094], [-0.005, -0.297, 1.273], [-0.196, 0.501, -0.033], [-0.126, -0.498, -0.561], [-0.238, 0.305, 1.147], [0.355, -0.028, 0.390], [0.154, -0.272, 0.042], [-0.320, 0.474, 0.218], [-0.075, 0.260, 0.239], [0.134, -0.010, -0.210], [0.645, 0.108, 0.302], [0.204, 0.264, 0.017], [-0.416, 0.251, -0.804], [0.124, 0.139, -0.001], [0.061, -0.045, 0.111], [0.025, -0.457, -0.083], [0.247, -0.304, -0.150], [-0.034, 0.311, -0.137], [0.233, -0.140, -0.314], [0.443, -0.285, -0.275], [0.086, 0.320, 0.381], [-0.110, -0.817, -1.738], [0.454, 0.521, -0.231], [0.594, 0.797, 0.230], [-0.466, -0.304, 0.129], [-0.035, -0.005, -0.122], [0.176, -0.071, 0.082], [-0.553, 1.157, 0.313], [-0.619, -0.376, -0.541], [0.940, -0.094, -0.098], [-0.025, 0.105, -0.028], [-0.192, -0.077, 0.059], [-0.142, 0.161, 0.064], [-0.257, 0.602, 0.298], [0.324, -0.141, 0.689], [-0.405, -0.127, 0.720], [-0.167, -0.697, -0.057], [-0.152, -0.188, 0.141], [0.113, 0.128, -0.229], [0.453, -0.776, -0.206], [0.080, 0.054, 0.035], [-0.347, 0.141, 0.146], [-0.281, -0.055, -0.111], [-0.021, 0.018, 0.087], [0.205, -0.970, 0.031], [-0.169, -0.028, 0.454], [0.214, 0.453, -0.257], [0.070, 0.447, -0.492], [0.199, 0.156, -0.033], [-2.112, 0.232, -0.198], [0.513, -0.142, 0.162], [0.690, 0.317, 0.025], [0.811, -0.366, -0.007], [0.280, -0.168, -0.142]]}


{"formula": "C59H45NOP3SSiTeY", "method": "the ωB97M-V functional and the def2-TZVPD basis", "lumo_energy_ev": [-0.09, -0.10], "homo_ev": [-4.8, -4.8], "charge": 0, "species": ["Y", "C", "C", "C", "C", "C", "C", "P", "C", "C", "C", "C", "C", "C", "C", "C", "C", "C", "C", "C", "Si", "C", "C", "C", "C", "C", "C", "P", "C", "C", "C", "C", "C", "C", "C", "C", "C", "C", "C", "C", "C", "C", "C", "C", "C", "C", "P", "C", "C", "C", "C", "C", "C", "C", "C", "C", "C", "C", "C", "H", "H", "H", "H", "H", "H", "H", "H", "H", "H", "H", "H", "H", "H", "H", "H", "H", "H", "H", "H", "H", "H", "H", "H", "H", "H", "H", "H", "H", "H", "H", "H", "H", "H", "H", "H", "H", "H", "H", "H", "H", "H", "O", "C", "N", "Te", "C", "C", "C", "C", "S", "H", "H", "H"], "positions_angstrom": [[-1.099, -1.348, 0.094], [4.407, -1.681, 3.777], [4.639, -0.562, 2.952], [3.819, -0.255, 1.905], [2.671, -1.042, 1.695], [2.297, -2.041, 2.606], [3.214, -2.358, 3.583], [1.794, -0.866, 0.119], [2.687, -2.036, -0.985], [2.827, -3.345, -0.513], [3.608, -4.310, -1.208], [4.318, -3.873, -2.350], [4.067, -2.625, -2.868], [3.277, -1.715, -2.203], [2.247, 0.667, -0.612], [3.574, 0.935, -0.804], [4.023, 2.227, -1.203], [3.100, 3.141, -1.587], [1.707, 2.925, -1.397], [1.334, 1.685, -0.894], [-0.429, 1.743, -0.317], [-0.447, 2.490, 1.365], [0.044, 3.817, 1.440], [0.279, 4.492, 2.616], [0.095, 3.874, 3.825], [-0.330, 2.546, 3.850], [-0.672, 1.886, 2.644], [-1.415, 0.248, 2.803], [-0.548, -0.510, 4.203], [-1.031, -1.663, 4.757], [-0.392, -2.301, 5.847], [0.816, -1.829, 6.318], [1.304, -0.647, 5.780], [0.694, -0.097, 4.630], [-2.979, 0.771, 3.459], [-3.632, 0.036, 4.485], [-4.924, 0.274, 4.925], [-5.613, 1.351, 4.439], [-5.025, 2.154, 3.469], [-3.731, 1.881, 2.937], [-1.299, 2.857, -1.553], [-1.979, 3.953, -1.012], [-2.644, 4.861, -1.866], [-2.596, 4.677, -3.267], [-1.825, 3.621, -3.772], [-1.179, 2.749, -2.957], [-0.163, 1.493, -3.791], [-0.526, 1.428, -5.561], [0.350, 2.076, -6.425], [-0.076, 2.603, -7.653], [-1.355, 2.381, -8.185], [-2.145, 1.492, -7.428], [-1.728, 1.021, -6.212], [-0.988, -0.039, -3.206], [-0.115, -1.005, -2.717], [-0.557, -2.226, -2.170], [-1.923, -2.561, -2.159], [-2.818, -1.553, -2.644], [-2.341, -0.326, -3.120], [5.185, -2.135, 4.449], [5.547, -0.019, 3.071], [3.914, 0.691, 1.378], [1.356, -2.532, 2.527], [2.994, -3.204, 4.208], [2.346, -3.671, 0.381], [3.804, -5.209, -0.645], [4.865, -4.596, -2.956], [4.555, -2.331, -3.789], [3.129, -0.717, -2.651], [4.307, 0.110, -0.674], [5.124, 2.478, -1.189], [3.437, 4.015, -2.137], [0.954, 3.710, -1.719], [0.293, 4.380, 0.525], [0.685, 5.517, 2.670], [0.329, 4.371, 4.757], [-0.456, 2.129, 4.818], [-1.831, -2.342, 4.392], [-1.036, -3.032, 6.322], [1.416, -2.428, 7.000], [2.265, -0.262, 6.133], [1.212, 0.697, 4.130], [-3.097, -0.630, 5.157], [-5.323, -0.490, 5.632], [-6.540, 1.630, 4.971], [-5.705, 2.919, 3.068], [-3.341, 2.588, 2.197], [-2.008, 4.222, 0.060], [-3.070, 5.781, -1.411], [-2.996, 5.498, -3.885], [-1.547, 3.522, -4.865], [1.393, 2.145, -6.074], [0.593, 3.246, -8.217], [-1.650, 2.882, -9.131], [-3.110, 1.154, -7.757], [-2.434, 0.310, -5.690], [0.956, -0.863, -2.641], [0.251, -2.918, -1.846], [-2.223, -3.592, -2.002], [-3.868, -1.819, -2.619], [-3.054, 0.498, -3.426], [-4.238, 1.895, -0.514], [-3.241, 1.288, -0.441], [-2.269, 0.573, -0.208], [-2.268, -3.847, 1.200], [-0.961, -5.353, 0.544], [-1.149, -6.465, -0.261], [0.002, -7.218, -0.424], [1.030, -6.850, 0.342], [0.692, -5.390, 1.229], [-2.009, -6.661, -0.836], [0.089, -7.937, -1.236], [2.033, -7.273, 0.199]], "forces_ev_per_a": [[0.279, 2.486, 0.403], [0.409, -0.330, -0.685], [0.858, -1.011, 0.939], [-1.462, 0.090, 0.606], [0.126, 0.370, -0.246], [1.187, 1.322, -0.926], [0.154, -0.680, 0.908], [-2.274, -1.605, -0.287], [0.486, -0.530, 0.569], [1.001, -0.716, -1.394], [0.257, 2.396, 0.622], [-1.122, -1.756, 0.308], [0.377, 0.205, -0.373], [-0.377, 0.968, -0.169], [0.014, 1.609, -0.348], [2.236, 0.612, -0.417], [1.511, -1.919, 0.613], [-1.684, 1.408, -0.761], [1.753, 0.181, -1.043], [-0.788, 1.671, 0.673], [-0.379, -3.364, -0.268], [0.504, 1.237, 2.298], [0.140, 0.212, -0.986], [0.565, 1.051, 0.454], [-0.047, -1.184, 0.347], [-0.545, 1.345, -1.446], [0.926, 0.583, -0.194], [0.943, -0.568, -1.321], [0.119, -0.078, -0.919], [-0.465, -2.737, 1.368], [-1.025, 0.848, -0.833], [-0.003, -0.029, 0.326], [0.568, -0.347, -1.374], [0.904, 0.446, 1.957], [-2.807, 0.808, 1.087], [0.666, 0.237, 0.154], [0.492, -1.187, 0.332], [-0.610, 0.467, 0.702], [0.168, -0.189, -0.688], [-0.684, -0.503, 0.829], [0.615, 0.445, 0.632], [-0.756, 0.878, -0.846], [0.424, 0.023, -0.371], [0.385, 0.925, 1.128], [-0.229, 1.458, -2.087], [-0.643, -0.690, 0.334], [1.148, -1.488, 0.630], [-1.686, 0.211, -1.718], [0.641, 0.333, 0.473], [-0.102, 0.107, -0.715], [0.695, -0.130, 0.945], [0.152, 0.353, -0.995], [-0.677, -0.775, 2.167], [0.942, -0.225, 0.597], [0.041, -0.882, 1.104], [1.150, -0.595, -1.017], [-0.178, 0.992, -1.349], [0.863, -1.035, 0.479], [-1.783, 0.871, -0.381], [-0.947, 0.961, -0.533], [0.522, 0.535, 0.235], [0.390, -0.528, -0.044], [-0.526, -0.542, -0.139], [-0.090, -0.225, 0.309], [-0.167, 0.118, 0.506], [-0.049, -0.527, -0.556], [0.253, 0.235, 0.369], [-0.088, 0.009, -0.074], [0.171, -0.576, 0.335], [-0.399, 0.880, 0.027], [-1.376, -0.488, -0.393], [-0.024, 0.303, 0.492], [1.158, -1.120, 0.539], [-0.234, -0.501, 0.327], [-0.319, -0.518, -0.568], [-0.024, 0.104, 0.021], [-0.306, -0.697, 0.466], [0.048, 1.430, -0.181], [0.808, -0.670, 0.011], [-0.312, 0.438, 0.368], [-0.306, -0.068, -0.304], [0.060, 0.370, -0.074], [0.170, -0.345, -0.840], [0.118, 1.149, -0.300], [0.249, -0.125, -0.924], [0.940, 0.071, 0.030], [0.013, -0.577, 0.131], [0.098, -0.707, -0.697], [0.041, -0.826, -0.559], [0.094, -0.815, 0.055], [-1.016, 0.453, 1.171], [-0.541, 0.646, -0.305], [0.165, -0.201, 0.077], [0.047, -0.618, 0.860], [-0.263, 0.012, -0.345], [0.866, 1.024, -0.442], [-0.074, 0.410, -0.428], [-0.767, 0.173, -0.242], [-0.222, 0.337, 0.357], [-0.071, 0.397, -0.146], [0.660, -1.209, 0.422], [-0.400, 0.658, -0.612], [1.354, -2.385, 1.613], [-2.709, 1.407, -0.569], [-0.350, -0.500, 0.612], [0.820, -0.590, 0.313], [-0.026, 2.314, 0.792], [0.204, -1.220, -1.057], [1.956, 0.462, 0.154], [-1.441, -1.069, -0.764], [-1.115, 0.003, -0.333], [0.011, -0.243, 0.478], [-0.430, 0.392, 0.530]]}


What are the energy above the lowest of the compared OMol25 structures with the same formula, charge and spin values for these records? In order: 0.0, 292.5 kJ/mol.